98
Properties=species:S:1:pos:R:3:forces:R:3 method="wB97M-V/def2-TZVPD" e_homo_ha="-0.3313 / -0.3406" orbital_gap_ev="6.129 / 6.473" charge=+1 e_lumo_ev="-2.9 / -2.8" max_force_ev_per_a=6.4 energy_ha=-3213.7613 spin_multiplicity=3
C -2.01114 1.57484 1.81758 -0.7 0.2 0.7
C -2.01471 2.15096 -0.47380 1.2 -1.1 -0.6
C -3.09249 2.41731 2.07560 0.5 -0.1 -0.7
C -3.04749 3.06461 -0.24228 0.0 0.8 0.1
C -3.59329 3.20376 1.01192 0.5 -1.1 0.3
H -3.52109 2.43454 3.06256 0.0 0.2 0.1
H -3.36765 3.67973 -1.07923 -0.2 -0.2 0.1
H -4.44164 3.83562 1.17590 -0.2 0.4 0.1
N -1.51432 1.39304 0.58886 -0.8 0.9 -1.2
P 0.39840 0.31838 2.54016 -0.2 0.4 0.6
P -0.97740 0.35342 -2.41428 -0.2 -0.2 0.3
C -1.33840 0.81753 2.95395 -0.2 -0.2 0.4
H -1.32691 1.41758 3.87611 -0.2 0.0 -0.4
H -1.90021 -0.09495 3.22683 0.1 0.3 -0.3
C 1.72755 -0.97796 0.19343 4.8 -2.8 -0.7
O 2.77977 -1.52850 0.18789 -3.5 1.9 0.3
C -1.45204 1.93835 -1.80090 0.9 2.9 0.1
H -1.55674 2.80325 -2.52991 -0.5 -1.3 0.9
C 0.23793 0.51033 -3.88314 -0.4 0.2 0.4
C -2.67915 -0.16715 -3.05435 0.5 -0.3 -0.4
C 1.39193 1.84946 3.06474 0.1 -0.3 0.1
C 0.71701 -1.15609 3.67909 0.1 0.3 0.1
C 1.65293 0.15446 -3.39264 0.1 0.0 -0.2
H 1.69389 -0.84531 -2.93657 0.0 0.2 -0.1
H 2.31410 0.15766 -4.27188 -0.1 -0.1 0.2
H 2.05488 0.87979 -2.68377 -0.1 -0.2 -0.1
C -0.10812 -0.47820 -5.00543 0.1 0.1 -0.1
H -0.12785 -1.51367 -4.64261 0.0 0.2 -0.1
H -1.05373 -0.24047 -5.50629 0.3 -0.1 0.2
H 0.69011 -0.40653 -5.75944 -0.2 -0.1 0.1
C 0.24029 1.93911 -4.42669 0.3 0.0 -0.5
H 0.95689 1.96837 -5.26261 -0.1 0.1 0.2
H -0.72825 2.24993 -4.83587 0.2 -0.1 0.2
H 0.56150 2.66667 -3.67327 -0.1 -0.2 -0.3
C -2.62966 -1.66089 -3.42255 -0.3 -0.1 -0.2
H -2.01675 -2.23057 -2.71338 -0.2 0.1 -0.1
H -3.64978 -2.06442 -3.38515 0.2 -0.1 -0.1
H -2.23798 -1.82851 -4.42982 -0.1 0.0 0.3
C -3.72379 -0.00068 -1.94316 0.0 0.2 0.1
H -3.46492 -0.57300 -1.04642 -0.1 0.1 -0.2
H -3.85773 1.04492 -1.65200 0.0 -0.2 -0.1
H -4.68755 -0.36630 -2.32953 0.2 0.0 0.1
C -3.08509 0.72706 -4.25368 -0.6 -0.1 0.0
H -2.54738 1.68017 -4.31305 -0.1 -0.3 0.1
H -2.96678 0.20111 -5.20816 0.0 0.2 0.2
H -4.15000 0.98520 -4.15471 0.2 -0.1 -0.1
C 2.20338 -1.55381 3.61805 0.0 -0.1 0.2
H 2.31204 -2.52910 4.11833 0.0 0.3 -0.1
H 2.56881 -1.66368 2.59158 -0.1 0.0 0.3
H 2.84628 -0.84188 4.15154 -0.2 -0.2 -0.1
C -0.12445 -2.34281 3.17846 0.0 0.0 0.0
H -1.20117 -2.14841 3.26306 0.2 -0.1 0.0
H 0.10085 -2.60782 2.14036 0.0 0.0 0.1
H 0.10561 -3.21706 3.80792 -0.1 0.3 -0.2
C 0.31860 -0.87173 5.13793 0.1 -0.3 0.2
H 0.25967 -1.83685 5.66392 0.0 0.2 -0.1
H 1.06028 -0.26677 5.66983 -0.3 -0.2 -0.2
H -0.66312 -0.39130 5.22623 0.2 -0.1 0.0
C 0.86630 3.09421 2.32343 0.0 0.0 0.0
H 1.40550 3.97301 2.70993 -0.2 -0.2 0.0
H 1.06354 3.04259 1.25211 -0.1 -0.1 0.2
H -0.20514 3.25549 2.47855 0.1 0.1 0.0
C 2.86403 1.63586 2.66890 0.1 0.1 0.0
H 2.96926 1.40650 1.59964 -0.1 0.1 0.2
H 3.41141 2.56967 2.87060 -0.1 -0.2 -0.1
H 3.34763 0.83937 3.24546 -0.1 0.2 -0.2
C 1.28198 2.12500 4.57087 0.3 0.2 0.1
H 0.23994 2.18334 4.90986 0.3 0.0 0.0
H 1.82693 1.39264 5.17754 -0.2 0.2 -0.2
H 1.74073 3.10718 4.76631 -0.1 -0.3 0.0
Ti 0.05748 0.05590 0.05072 -0.8 -1.0 0.2
N 1.22529 1.56042 -0.59102 -1.2 5.4 -3.1
C 0.78377 2.55828 -1.18985 0.0 -5.3 3.1
C 1.00094 3.91711 -1.52657 -1.1 0.5 -0.2
C 2.35218 4.15538 -1.41905 0.4 2.3 -0.7
C 0.04194 4.92054 -1.84425 2.2 -0.2 0.2
C 2.82976 5.44462 -1.70435 -0.9 -1.1 0.2
H 2.98173 3.34622 -1.14723 0.6 -0.4 0.2
C 0.58842 6.18299 -2.10577 -2.2 0.0 -0.2
H -1.01258 4.72368 -1.86308 -0.2 -0.1 0.0
C 1.93140 6.44511 -2.05662 1.7 0.5 0.1
H 3.87723 5.59024 -1.64814 0.8 0.5 0.0
H -0.10824 6.99086 -2.36530 0.4 -0.3 0.1
H 2.33414 7.45501 -2.27666 -0.5 -0.8 0.1
C -3.07575 -5.58375 0.23609 -0.2 -0.4 0.0
C -2.39128 -4.26457 0.09863 -0.5 0.8 0.4
C -1.18715 -4.14147 -0.59033 0.4 0.3 -0.2
C -0.55317 -2.90822 -0.68192 -0.8 0.3 0.9
N -1.06198 -1.79669 -0.07365 -0.6 -1.0 -0.1
C -2.26325 -1.88770 0.54330 0.3 -0.9 -0.1
C -2.95359 -3.09828 0.66227 1.2 0.0 -0.7
H -3.34687 -6.00094 -0.74364 0.1 0.2 0.2
H -2.42295 -6.31996 0.72560 -0.1 0.2 -0.1
H -3.98846 -5.49177 0.82940 0.1 0.0 -0.1
H -0.72230 -5.01092 -1.05761 -0.2 0.2 0.1
H 0.39079 -2.78328 -1.21432 -0.3 0.0 0.2
H -2.68426 -0.97346 0.96917 0.3 -0.2 -0.1
H -3.88971 -3.12657 1.18794 -0.3 -0.1 0.1

115
Properties=species:S:1:pos:R:3:forces:R:3 method="wB97M-V/def2-TZVPD" e_homo_ha=-0.1010 orbital_gap_ev=4.139 charge=-1 e_lumo_ev=1.4 max_force_ev_per_a=3.2 energy_ha=-8511.0240
O -2.90443 5.12420 -2.51673 0.1 0.6 0.0
P -2.82042 3.70997 -3.00008 -0.3 0.3 1.5
C -2.39356 2.53097 -1.76000 0.2 -0.4 -1.1
C -0.92963 2.68999 -1.26592 -1.1 0.0 -0.1
C 0.07086 3.18960 -2.31280 -0.7 -0.4 1.2
C 1.50782 3.00738 -1.95139 -1.0 -1.1 0.5
F 2.25015 3.72362 -2.78767 1.1 0.8 -0.7
Br 1.92154 3.55167 -0.11429 0.2 0.3 -0.1
C 1.92131 1.48821 -2.06014 2.1 2.4 -0.4
F 1.19340 0.82612 -2.88349 -1.5 -1.2 -1.6
F 1.92950 0.87397 -0.92475 -0.4 -1.3 1.9
Br 3.79407 1.38842 -2.70337 0.3 -0.2 -0.2
H -1.95192 3.70727 -4.10639 -0.2 -0.2 -0.3
H -4.07921 3.38635 -3.58257 0.2 -0.7 -0.1
H -2.45076 1.54639 -2.25371 -0.3 -0.2 -0.1
H -0.62812 1.71854 -0.87441 0.2 -0.2 0.1
H -0.97620 3.36776 -0.43192 0.4 0.3 0.4
H -0.09445 4.24970 -2.43364 0.0 0.4 -0.3
H -0.14280 2.66850 -3.23997 0.3 0.2 0.0
O 0.04439 3.53469 -5.08818 0.0 0.6 -0.6
C 0.69963 3.97325 -5.98359 0.0 -0.7 0.0
O 0.52128 5.19373 -6.55494 0.1 0.0 0.0
C 1.42021 5.33946 -7.66961 0.1 0.0 0.0
C 2.55444 4.34608 -7.41914 -0.1 0.0 0.0
C 1.81811 3.23911 -6.67528 0.6 0.2 -0.2
H 0.86847 5.11222 -8.58498 0.0 0.0 0.0
H 1.76584 6.37023 -7.71414 -0.1 0.1 0.1
H 3.05442 4.02185 -8.33073 -0.1 0.0 0.0
H 3.30609 4.79318 -6.76605 0.0 0.1 0.0
H 1.38024 2.50489 -7.35410 -0.1 -0.1 0.1
H 2.44861 2.74119 -5.94268 -0.2 -0.2 0.0
O -0.41903 0.49317 -7.18588 0.3 -0.1 -0.4
C -0.34677 -0.52369 -6.55823 -0.4 0.2 0.4
O 0.16966 -1.68184 -7.04844 -0.1 0.2 0.1
C 0.00383 -2.73423 -6.07125 0.1 -0.1 0.1
C -0.14878 -2.02493 -4.73822 0.0 -0.1 0.2
C -0.84140 -0.73221 -5.13999 0.4 -0.3 0.1
H -0.88546 -3.31273 -6.33479 0.0 0.1 0.0
H 0.86973 -3.38848 -6.09255 0.0 0.1 -0.2
H -0.70043 -2.60685 -4.00028 0.0 0.1 -0.1
H 0.83775 -1.80280 -4.32566 0.0 0.0 -0.1
H -1.92692 -0.83943 -5.15618 0.0 0.1 0.0
H -0.55935 0.10123 -4.50355 -0.2 0.2 -0.1
O -0.64138 5.38225 0.95148 0.1 0.3 -0.1
C -0.21718 5.81756 1.97099 -0.2 -0.4 0.0
O 0.82442 6.70455 2.03874 0.0 0.1 0.1
C 1.17133 6.95237 3.40590 0.0 0.0 0.1
C -0.07198 6.59599 4.21173 -0.1 -0.1 0.1
C -0.67985 5.47127 3.37594 0.1 0.5 0.3
H 2.02707 6.32333 3.66610 0.0 0.0 0.0
H 1.45709 7.99674 3.51604 0.0 0.0 -0.1
H 0.14964 6.31718 5.24136 0.1 0.0 0.0
H -0.75444 7.44727 4.23359 0.0 0.0 0.0
H -0.27459 4.49415 3.64400 -0.1 -0.1 -0.1
H -1.76416 5.45232 3.42674 0.0 -0.2 -0.1
O 1.99282 -4.35860 -4.18702 0.0 -0.3 -0.1
C 1.43472 -4.68815 -3.18206 0.0 0.5 0.0
O 0.63158 -5.77828 -3.10453 0.1 0.0 0.0
C 0.01474 -5.84398 -1.80589 -0.1 0.0 0.2
C 0.91724 -5.02721 -0.89087 0.1 0.1 0.0
C 1.45654 -3.96667 -1.84776 0.0 -0.4 0.3
H -0.99053 -5.42377 -1.88092 0.0 0.1 0.0
H -0.06046 -6.88537 -1.50106 0.0 -0.1 -0.2
H 0.39659 -4.62245 -0.02495 -0.1 0.0 0.0
H 1.73828 -5.64760 -0.52834 0.0 0.0 0.0
H 0.79724 -3.09859 -1.91145 0.0 0.1 -0.1
H 2.46576 -3.65214 -1.59778 0.0 0.2 -0.2
O -0.41269 0.95769 3.12880 -0.1 -0.1 0.3
C 0.20623 -0.03257 2.87870 0.2 0.4 -0.3
O 0.45173 -0.99184 3.81866 -0.1 -0.1 0.0
C 1.30551 -2.01005 3.26947 0.1 -0.1 -0.1
C 1.12816 -1.91105 1.76367 0.0 0.1 -0.2
C 0.86102 -0.41872 1.56682 -0.2 -0.6 0.2
H 2.33281 -1.80765 3.58044 0.0 0.0 0.0
H 1.00391 -2.98180 3.65574 -0.1 0.1 0.2
H 1.98468 -2.28632 1.20727 0.0 0.0 0.1
H 0.25041 -2.48321 1.45575 0.0 0.0 0.0
H 1.78373 0.15034 1.45342 -0.1 0.1 0.0
H 0.19711 -0.22460 0.72922 0.1 0.3 0.0
O -2.47316 -2.61503 -2.56882 0.1 0.0 0.1
C -2.78733 -2.07294 -1.54420 -0.2 -0.2 0.1
O -1.99210 -1.19674 -0.90519 0.1 -0.1 0.0
C -2.58447 -0.80395 0.35022 0.0 0.3 0.2
C -4.06936 -1.07580 0.19028 -0.2 -0.1 -0.1
C -4.06866 -2.27799 -0.75429 0.0 0.5 0.1
H -2.12411 -1.40724 1.13993 0.0 -0.1 0.0
H -2.37796 0.24932 0.53427 0.1 0.0 -0.2
H -4.57930 -1.25283 1.13597 0.1 0.0 0.0
H -4.54435 -0.22263 -0.29533 0.1 0.1 0.0
H -3.99497 -3.22342 -0.21305 0.0 -0.1 -0.1
H -4.92983 -2.29214 -1.41632 0.1 -0.2 -0.1
O -2.27139 -0.07197 9.80993 0.1 -0.2 0.0
C -1.85434 0.07329 8.69720 -0.1 0.3 0.1
O -0.88877 -0.71349 8.16507 -0.1 0.0 0.0
C -0.52211 -0.23073 6.85446 0.0 0.0 -0.2
C -1.71557 0.58177 6.37912 -0.1 0.2 0.1
C -2.26045 1.13804 7.69410 0.1 -0.4 -0.4
H 0.38148 0.37520 6.94947 0.0 0.0 0.0
H -0.31325 -1.07437 6.20519 0.1 -0.1 0.1
H -1.45142 1.33936 5.64560 0.1 -0.1 0.0
H -2.45548 -0.07864 5.92470 0.0 0.0 0.0
H -1.78087 2.07793 7.97136 -0.1 0.0 0.1
H -3.33966 1.25931 7.67955 0.0 0.1 0.2
O 3.09731 -5.27526 3.00115 -0.1 -0.2 -0.2
C 2.55491 -5.72513 3.96651 0.1 0.5 0.1
O 1.73258 -6.80128 3.93533 0.1 0.0 0.0
C 1.15844 -7.01980 5.23778 0.0 0.0 0.2
C 2.10807 -6.33870 6.21451 0.0 0.1 0.1
C 2.63812 -5.17782 5.37668 0.0 -0.5 0.4
H 0.16016 -6.57756 5.25231 0.0 0.0 0.0
H 1.07104 -8.08927 5.41256 0.0 0.0 -0.2
H 1.62658 -6.03641 7.14230 -0.1 0.0 0.0
H 2.92770 -7.01318 6.46642 0.0 0.0 0.0
H 1.99601 -4.29858 5.44786 0.1 0.1 0.0
H 3.66165 -4.91940 5.63116 0.0 0.2 -0.2

Number 1: M 666.67 g/mol. Number 2: M 1019.61 g/mol.